C4H5NO | ωB97M-V/def2-TZVPD

```
11
Properties=species:S:1:pos:R:3:forces:R:3
C -0.976 -0.679 0.474 -0.1 -0.1 0.0
C 0.206 0.275 0.295 0.0 0.0 0.1
C -0.214 1.552 -0.296 -0.3 0.9 -0.4
N -0.556 2.548 -0.774 0.3 -0.9 0.5
C 1.288 -0.328 -0.616 -0.1 -0.4 -0.3
O 1.040 -1.127 -1.480 0.1 0.4 0.5
H -1.766 -0.202 1.058 0.1 -0.1 -0.1
H -1.372 -0.972 -0.500 0.0 0.1 0.1
H -0.644 -1.581 0.997 0.0 0.1 -0.1
H 0.670 0.507 1.263 0.0 0.0 -0.2
H 2.324 0.008 -0.421 -0.1 0.1 -0.1
```
Positions in Å, forces in eV/Å.

Calculated values
Energy relative to the best compared isomer or geometry (same formula, charge and spin) ... 17.6 kcal/mol
2S+1 ... 1
Lowest unoccupied orbital energy ... 0.4 eV
SMILES string ... C[C@H](C#N)C=O
Energy ... -7765.7644 eV
Frontier orbital gap ... 0.40702 hartree